1.
# C26H24HgO2S5Sb2Se4

A molecular structure, C26H24HgO2S5Sb2Se4 in a non-equilibrium geometry (ωB97M-V with the def2-TZVPD basis set, the Open Molecules 2025 dataset).

```
64
C26H24HgO2S5Sb2Se4 (ωB97M-V with the def2-TZVPD basis set)
Hg -0.590 -1.937 2.161
S 1.498 -4.313 3.115
Sb 2.295 -2.059 3.404
S 1.665 -1.553 1.093
S 0.271 -1.149 4.260
O -0.718 0.086 1.203
S 0.646 0.642 1.292
C 1.101 0.889 -0.507
C 2.517 0.535 -0.793
C 2.849 -0.609 -1.518
C 4.171 -0.976 -1.690
C 5.184 -0.193 -1.165
C 4.867 0.954 -0.459
C 3.544 1.311 -0.269
C 0.074 2.478 1.669
C 1.099 3.473 1.400
C 1.050 4.259 0.245
C 2.047 5.167 -0.040
C 3.115 5.331 0.825
C 3.187 4.553 1.970
C 2.196 3.635 2.253
H 0.882 1.933 -0.720
H 0.407 0.244 -1.050
H 2.067 -1.245 -1.913
H 4.407 -1.892 -2.213
H 6.216 -0.492 -1.285
H 5.646 1.568 -0.031
H 3.304 2.197 0.304
H -0.149 2.372 2.731
H -0.849 2.620 1.111
H 0.211 4.156 -0.432
H 1.987 5.761 -0.942
H 3.882 6.061 0.609
H 4.022 4.662 2.647
H 2.264 3.029 3.146
O -2.719 -2.052 1.447
S -3.761 -1.737 0.449
C -3.426 0.004 0.036
C -3.997 0.915 0.909
C -3.773 2.268 0.735
C -2.979 2.703 -0.313
C -2.390 1.787 -1.170
C -2.610 0.430 -0.996
C -3.281 -2.428 -1.149
C -4.169 -2.165 -2.183
C -3.881 -2.629 -3.451
C -2.729 -3.370 -3.675
C -1.859 -3.653 -2.636
C -2.141 -3.174 -1.367
H -4.604 0.552 1.727
H -4.206 2.987 1.418
H -2.800 3.761 -0.447
H -1.745 2.127 -1.971
H -2.140 -0.287 -1.656
H -5.065 -1.594 -1.979
H -4.560 -2.419 -4.267
H -2.511 -3.727 -4.670
H -0.974 -4.252 -2.797
H -1.462 -3.400 -0.552
Se -0.591 -8.040 3.614
Sb -0.211 -6.513 1.787
Se 1.146 -7.497 0.045
Se -2.409 -6.011 0.703
Se -0.519 -4.087 1.995
```

Its charge is -2. Its multiplicity is 1. The value obtained for the HOMO energy is -0.0456 Ha.



2.
# C33H32HfIN7O2

A molecular structure, C33H32HfIN7O2 (ωB97M-V with the def2-TZVPD basis set, the Open Molecules 2025 dataset).

```
76
C33H32HfIN7O2 (ωB97M-V with the def2-TZVPD basis set)
Hf 0.252 -0.467 -0.256
C -0.757 -3.641 -0.684
C -0.272 -3.822 -2.107
C -0.197 -2.621 -3.008
C -0.203 -2.841 -4.383
C -0.057 -1.780 -5.251
C 0.110 -0.508 -4.720
C 0.099 -0.362 -3.355
N -0.071 -1.392 -2.497
N 0.089 -2.834 0.235
C 1.516 -3.242 0.204
C 2.308 -2.366 1.141
C 3.493 -2.790 1.697
C 4.180 -1.934 2.544
C 3.639 -0.689 2.821
C 2.449 -0.329 2.220
N 1.789 -1.149 1.389
C -0.448 -3.054 1.603
C -1.570 -2.113 1.920
C -2.586 -2.462 2.792
C -3.518 -1.503 3.149
C -3.399 -0.223 2.625
C -2.368 0.041 1.750
N -1.469 -0.889 1.385
H -1.756 -3.197 -0.675
H -0.855 -4.643 -0.258
H 0.705 -4.313 -2.115
H -0.951 -4.544 -2.564
H -0.315 -3.850 -4.756
H -0.059 -1.938 -6.321
H 0.253 0.355 -5.355
H 0.269 0.613 -2.915
H 1.629 -4.295 0.482
H 1.905 -3.110 -0.807
H 3.874 -3.777 1.470
H 5.118 -2.241 2.984
H 4.135 0.005 3.484
H 1.999 0.640 2.385
H -0.766 -4.092 1.723
H 0.342 -2.874 2.330
H -2.636 -3.465 3.194
H -4.322 -1.746 3.831
H -4.095 0.560 2.888
H -2.229 1.027 1.328
N 1.957 2.252 -1.906
N 3.093 1.635 -1.366
C 3.123 0.322 -0.991
O 4.110 -0.181 -0.510
O 1.980 -0.343 -1.197
H 2.200 2.671 -2.797
H 1.645 2.986 -1.277
H 3.947 2.154 -1.239
C 0.335 1.477 0.751
C 0.347 2.572 1.287
C 0.401 3.868 1.897
C -0.642 4.324 2.705
C -0.573 5.580 3.282
C 0.534 6.389 3.061
C 1.577 5.941 2.261
C 1.514 4.686 1.680
H -1.501 3.689 2.880
H -1.381 5.930 3.909
H 0.586 7.369 3.515
H 2.442 6.568 2.094
H 2.331 4.326 1.067
I -2.891 4.468 -2.379
C -2.901 2.418 -2.030
C -3.992 1.628 -2.356
C -3.927 0.265 -2.095
C -2.783 -0.250 -1.526
N -1.727 0.510 -1.202
C -1.792 1.825 -1.450
H -4.875 2.064 -2.804
H -4.756 -0.386 -2.332
H -2.703 -1.310 -1.319
H -0.931 2.411 -1.158
```

Its charge is +2. Its multiplicity is 1. The value obtained for the HOMO energy is -0.4827 Ha.



3.
# C2H3BrOS

2 unconnected molecules or ions with the total composition C2H3BrOS in a non-equilibrium geometry (ωB97M-V with the def2-TZVPD basis set, the Open Molecules 2025 dataset).

```
8
C2H3BrOS (ωB97M-V with the def2-TZVPD basis set)
C -1.091 -0.691 1.043
C 0.999 0.021 -0.083
O 0.035 -0.166 1.049
S -1.734 2.190 -0.356
Br -1.665 -1.458 -0.616
H 1.930 -0.310 0.296
H 0.935 1.052 -0.464
H 0.591 -0.638 -0.870
```

Its multiplicity is 3. The value obtained for the HOMO energy (alpha / beta) is -0.3237 / -0.3231 Ha. Its expectation value of S² is 2.0038.



4.
# C4H12NO2

2 unconnected molecules or ions with the total composition C4H12NO2 in a non-equilibrium geometry (ωB97M-V with the def2-TZVPD basis set, the Open Molecules 2025 dataset).

```
19
C4H12NO2 (ωB97M-V with the def2-TZVPD basis set)
C 0.026 0.698 0.741
C 0.621 -0.675 0.634
C -0.138 -1.956 0.920
C -1.680 -1.925 1.027
O -2.245 -0.947 0.462
N -0.469 1.032 -0.698
H -0.729 0.829 1.458
H 0.726 1.389 1.045
H 1.119 -0.908 -0.354
H 1.395 -0.793 1.397
H -0.085 -2.619 0.050
H 0.328 -2.286 1.756
H -2.155 -2.883 1.202
H -0.946 0.165 -0.881
H 0.140 1.030 -1.504
H -1.074 1.789 -0.768
H 2.437 2.937 -2.104
H 1.001 2.805 -2.410
O 1.728 2.319 -1.974
```

Its charge is +1. Its multiplicity is 1. The value obtained for the HOMO energy is -0.5128 Ha.



Relative energy (zero: lowest compared OMol25 entry of this formula, charge and spin) in kcal/mol, matching the order above: 116.8 0.3 39.5 58.6